Here is 12 unconnected molecules or ions with the total composition C31H89N13O15 from OMol25. Energies are from ωB97M-V/def2-TZVPD.

Each line ends with the Löwdin charge.
CARTESIAN COORDINATES (ANGSTROEM)
C: 9.303 16.228 13.860  -0.12
O: 10.162 17.162 14.443  -0.21
C: 10.372 16.782 15.847  -0.15
C: 11.554 15.793 15.932  -0.15
N: 12.909 16.381 15.950  -0.07
C: 13.286 17.113 17.108  -0.21
C: 13.657 16.163 18.238  -0.20
O: 14.953 15.602 18.006  -0.21
C: 15.560 14.914 19.091  -0.10
H: 8.472 15.947 14.507  0.09
H: 9.773 15.254 13.732  0.06
H: 8.838 16.462 12.902  0.09
H: 9.516 16.390 16.397  0.12
H: 10.567 17.679 16.436  0.11
H: 11.441 14.986 15.208  0.12
H: 11.460 15.408 16.947  0.10
H: 13.480 15.552 15.870  0.06
H: 12.425 17.691 17.442  0.11
H: 14.126 17.774 16.895  0.12
H: 12.847 15.462 18.439  0.12
H: 13.731 16.836 19.092  0.12
H: 15.010 14.106 19.574  0.09
H: 15.732 15.569 19.945  0.08
H: 16.542 14.578 18.758  0.09
C: 13.415 9.388 17.471  -0.09
O: 12.738 9.322 16.187  -0.22
C: 11.335 9.014 16.294  -0.20
C: 10.748 9.188 14.899  -0.23
N: 11.146 10.378 14.242  -0.07
C: 10.731 10.602 12.897  -0.20
C: 10.631 12.068 12.415  -0.23
O: 11.858 12.728 12.392  -0.20
C: 11.804 14.032 11.795  -0.07
H: 13.202 8.533 18.113  0.08
H: 13.072 10.274 18.004  0.07
H: 14.465 9.620 17.289  0.08
H: 10.855 9.668 17.022  0.12
H: 11.268 7.968 16.594  0.12
H: 9.664 9.118 14.990  0.12
H: 11.058 8.345 14.281  0.12
H: 12.154 10.436 14.264  0.10
H: 9.706 10.241 12.814  0.12
H: 11.363 10.063 12.191  0.12
H: 10.027 12.680 13.086  0.12
H: 10.093 11.938 11.476  0.12
H: 11.355 14.709 12.521  0.07
H: 11.308 14.088 10.826  0.09
H: 12.754 14.521 11.580  0.05
C: 9.222 23.045 14.877  -0.11
O: 9.003 23.591 13.608  -0.19
C: 7.717 23.355 13.062  -0.22
C: 7.282 21.892 12.832  -0.18
N: 7.974 21.316 11.654  -0.05
C: 9.405 21.178 11.877  -0.21
C: 9.961 20.281 10.793  -0.21
O: 9.766 20.919 9.520  -0.19
C: 10.521 20.358 8.450  -0.08
H: 9.316 21.961 14.823  0.07
H: 8.403 23.257 15.564  0.09
H: 10.135 23.481 15.284  0.09
H: 7.575 23.904 12.131  0.12
H: 6.947 23.865 13.642  0.11
H: 6.214 21.927 12.620  0.11
H: 7.487 21.302 13.725  0.11
H: 7.834 21.960 10.888  0.10
H: 9.562 20.687 12.837  0.10
H: 9.987 22.099 11.923  0.12
H: 9.484 19.301 10.831  0.09
H: 11.029 20.096 10.908  0.11
H: 10.242 19.316 8.292  0.07
H: 11.566 20.477 8.737  0.09
H: 10.265 20.720 7.454  0.09
N: 8.108 17.201 9.995  0.19
C: 7.399 17.323 8.967  -0.82
N: 6.463 18.246 9.057  0.17
O: 7.665 16.808 7.914  0.03
H: 8.964 16.685 9.849  0.07
H: 7.969 17.808 10.790  0.10
H: 6.222 18.582 8.136  0.12
H: 6.351 18.768 9.915  0.10
N: 10.560 16.492 7.544  0.18
C: 11.243 16.359 8.642  -0.70
N: 12.475 16.018 8.358  0.20
O: 10.747 16.572 9.757  -0.02
H: 11.025 16.450 6.648  0.12
H: 9.616 16.848 7.588  0.07
H: 13.083 16.136 9.156  0.08
H: 12.719 16.077 7.380  0.12
N: 11.848 17.526 12.281  0.21
C: 13.043 17.085 12.067  -0.77
N: 13.660 16.814 13.185  0.22
O: 13.557 16.923 10.973  0.00
H: 11.269 17.339 11.476  0.08
H: 11.547 17.742 13.221  0.08
H: 14.557 16.351 13.137  0.08
H: 13.271 17.027 14.092  0.07
N: 17.694 17.752 14.614  0.17
C: 17.022 16.714 14.261  -0.74
N: 16.309 16.343 15.302  0.19
O: 16.912 16.246 13.144  0.04
H: 17.656 18.173 15.531  0.12
H: 18.306 18.234 13.971  0.13
H: 15.730 15.518 15.228  0.06
H: 16.536 16.838 16.153  0.10
N: 16.329 17.498 10.060  0.19
C: 16.869 18.150 9.052  -0.75
N: 18.082 17.774 8.825  0.17
O: 16.225 18.998 8.396  -0.02
H: 15.327 17.558 10.169  0.07
H: 16.917 16.730 10.352  0.05
H: 18.438 16.951 9.290  0.10
H: 18.641 18.165 8.080  0.12
C: 15.731 20.309 12.542  -0.08
C: 14.637 20.495 11.478  -0.30
O: 15.137 21.403 10.506  -0.07
H: 16.727 20.091 12.156  0.07
H: 15.572 19.557 13.315  0.05
H: 15.911 21.283 12.998  0.06
H: 13.687 20.908 11.817  0.09
H: 14.284 19.572 11.019  0.09
H: 14.659 22.234 10.556  0.08
C: 14.669 13.281 13.305  -0.07
C: 14.201 13.066 14.720  -0.26
O: 14.751 14.040 15.632  -0.13
H: 14.212 12.484 12.718  0.08
H: 15.758 13.329 13.296  0.08
H: 14.400 14.234 12.851  0.04
H: 14.535 12.100 15.097  0.11
H: 13.136 12.894 14.874  0.10
H: 14.562 13.786 16.538  0.08
C: 15.626 13.991 9.741  -0.06
C: 17.055 13.866 10.235  -0.33
O: 17.588 15.052 10.643  -0.11
H: 15.573 14.735 8.946  0.07
H: 14.914 14.343 10.488  0.05
H: 15.387 12.971 9.440  0.08
H: 17.756 13.428 9.525  0.12
H: 17.101 13.237 11.124  0.10
H: 17.303 15.345 11.512  0.04
C: 12.832 21.870 14.825  -0.07
C: 12.270 20.493 14.575  -0.29
O: 12.365 19.737 15.808  -0.10
H: 12.326 22.236 15.719  0.07
H: 12.822 22.626 14.040  0.08
H: 13.871 21.727 15.121  0.07
H: 12.845 19.917 13.850  0.09
H: 11.206 20.474 14.338  0.09
H: 12.036 18.854 15.628  0.02

HOMO (eV): -8.109
Energy above the lowest of the compared OMol25 structures with the same formula, charge and spin (kcal/mol): 0.0
SMILES: COCCNCCOC.COCCNCCOC.COCCNCCOC.NC(N)=O.NC(N)=O.NC(N)=O.NC(N)=O.NC(N)=O.CCO.CCO.CCO.CCO
Calculated total energy (Eh): -3074.8804
Charge: 0
LUMO energy (eV): 0.1